[1]
C26H79N17O11Rb | ωB97M-V with the def2-TZVPD basis set

Total charge   +1
HOMO   -10.866 eV
Gap between HOMO and LUMO   8.879 eV
E_LUMO   -1.99 eV

CARTESIAN COORDINATES (ANGSTROEM)
Rb -0.2208 0.1047 0.6040
C 2.2283 1.9097 5.4790
O 1.2697 2.6113 5.8014
N 3.1659 1.4043 6.2809
N 2.4403 1.4104 4.2824
H 3.7039 0.6626 5.8559
H 3.1874 1.7928 7.2129
H 3.1964 0.8998 3.8493
H 1.6749 1.7587 3.7231
C -1.2414 -0.1117 4.2102
O -0.9700 -0.8000 3.2249
N -1.4819 1.1464 4.2222
N -1.4444 -0.5732 5.4115
H -1.5887 1.6322 5.1012
H -1.4106 1.7042 3.3832
H -1.3282 -1.5533 5.6257
H -1.5214 0.0929 6.1668
C -2.6897 3.3867 -2.9603
O -2.2987 3.1994 -1.8442
N -3.9131 3.3654 -3.3222
N -1.8687 3.5320 -3.9911
H -3.9998 3.5785 -4.3056
H -4.7145 3.2152 -2.7262
H -0.8785 3.4954 -3.7956
H -2.2588 3.6332 -4.9172
C -0.4603 3.8256 1.9073
O -0.7492 2.6882 1.9204
N 0.1433 4.4737 2.8412
N -0.6129 4.5538 0.8678
H 0.3566 3.9420 3.6730
H 0.3539 5.4613 2.8633
H -0.2278 5.4875 0.8699
H -1.3012 4.3925 0.1464
C 3.4518 2.2472 1.0144
O 2.3480 1.7553 1.1059
N 4.0476 2.6011 -0.1076
N 4.0946 2.7869 2.0001
H 4.9123 3.1230 -0.1012
H 3.4960 2.2716 -0.8868
H 3.6775 2.6489 2.9096
H 4.8817 3.3695 1.7528
C -1.6916 -3.5915 1.1079
O -1.4031 -2.5599 0.5023
N -1.4059 -4.8533 0.7994
N -2.2176 -3.5852 2.2783
H -1.7595 -5.5971 1.3840
H -0.9778 -5.1433 -0.0683
H -2.2175 -4.4452 2.8079
H -2.4096 -2.7444 2.8040
C 2.9757 -1.6056 -0.4035
C 2.4291 -1.8789 -1.8075
C 2.8139 -3.3022 -2.2645
O 2.4343 -3.3787 -3.6737
C 3.2075 -2.7565 -4.6677
N 0.9584 -1.8974 -1.8223
H 4.0308 -1.3359 -0.4510
H 3.0366 -2.5739 0.0933
H 2.4508 -0.9172 0.2588
H 2.9119 -1.0960 -2.3923
H 2.3928 -4.1097 -1.6655
H 3.8918 -3.4213 -2.1540
H 4.2928 -2.8015 -4.5768
H 2.9977 -1.6890 -4.7346
H 3.0456 -3.0675 -5.6998
H 0.5881 -2.6325 -1.2370
H 0.7123 -2.1290 -2.7741
C 1.0717 5.7369 -3.6239
C 2.0440 5.0050 -4.4986
C 2.3525 3.5741 -4.1462
O 1.1934 2.8417 -3.6645
C 1.3089 1.5625 -3.1819
N 1.6106 5.0633 -5.7820
H 1.4835 5.8337 -2.6194
H 0.2462 5.0582 -3.4095
H 0.7938 6.7182 -4.0085
H 2.9673 5.5784 -4.4149
H 2.9145 3.6324 -3.2140
H 2.8766 3.1051 -4.9789
H 1.7625 1.4925 -2.1932
H 1.6790 0.8438 -3.9132
H 0.2703 1.2507 -3.0717
H 1.3327 6.0183 -5.9574
H 0.7415 4.5487 -5.7767
C -1.7364 -3.2176 -6.4707
C -1.7611 -1.6793 -6.1092
C -0.8220 -1.3313 -4.9289
O -1.2037 -2.0845 -3.7667
C -2.1347 -1.3407 -3.0044
N -1.5404 -0.8314 -7.2673
H -0.6945 -3.3180 -6.7747
H -2.5303 -3.3913 -7.1971
H -1.8321 -3.7982 -5.5531
H -2.7913 -1.5981 -5.7623
H -0.7223 -0.2484 -4.8543
H 0.2397 -1.5541 -5.0352
H -1.6942 -0.4818 -2.4981
H -2.5667 -1.9457 -2.2073
H -2.9598 -0.9874 -3.6229
H -2.3725 -0.8954 -7.8362
H -1.6993 0.0437 -6.7887
C -5.4937 -2.4636 3.2551
C -4.7551 -1.1671 3.0337
C -4.6870 -0.8809 1.4894
O -4.8143 0.4622 1.2292
C -3.6411 1.1836 1.3591
N -5.6143 -0.3030 3.8699
H -5.0511 -3.2678 2.6673
H -6.4923 -2.3654 2.8295
H -5.6865 -2.7600 4.2861
H -3.7266 -1.3363 3.3526
H -5.4507 -1.3214 0.8485
H -3.7832 -1.3602 1.1131
H -3.2901 1.1754 2.3910
H -3.9486 2.2183 1.2076
H -2.8040 1.0646 0.6713
H -4.9791 0.4398 4.1243
H -5.6315 -0.7149 4.7919
C 1.8833 -1.6840 5.8637
C 1.9809 -2.9707 5.0091
C 2.1365 -2.6855 3.5190
O 2.4510 -3.8813 2.7532
C 1.6009 -4.2284 1.6596
N 3.0959 -3.7303 5.5107
H 0.9483 -1.1900 5.5994
H 2.6987 -1.0266 5.5619
H 2.1312 -1.7677 6.9219
H 1.1027 -3.6011 5.1489
H 2.9113 -1.9341 3.3667
H 1.2795 -2.1226 3.1491
H 2.0661 -4.9788 1.0204
H 1.3615 -3.4299 0.9574
H 0.7058 -4.6118 2.1493
H 3.9735 -3.2981 5.2597
H 3.1582 -4.6789 5.1696

***

[2]
C9H17ClI2N2OPSeTc | ωB97M-V with the def2-TZVPD basis set

Total charge   +3
HOMO (spin up / spin down)   -18.690 / -18.553 eV
Gap between HOMO and LUMO (spin up / spin down)   6.578 / 4.487 eV
E_LUMO (spin up / spin down)   -12.11 / -14.07 eV
Energy above the lowest of the compared OMol25 structures with the same formula, charge and spin   6.6 kcal/mol
Expectation value of S²   3.812
Multiplicity   4

CARTESIAN COORDINATES (ANGSTROEM)
I -3.9944 -0.5670 -2.3850
I -4.1508 2.0005 -2.3438
Tc 0.6864 0.0868 -0.2649
P 0.7303 0.6726 -2.3839
C -0.7011 0.7219 -3.4904
C 1.5815 2.2380 -2.7708
H 2.6992 -0.7581 -2.7073
H 1.8322 -0.4310 -4.2576
H 1.1681 -1.6119 -3.0754
C 1.7170 -0.6632 -3.1898
H 2.4906 2.3346 -2.1719
H 1.8240 2.2841 -3.8391
H -0.3682 0.7965 -4.5347
H -1.3386 1.5784 -3.2374
H 0.9031 3.0592 -2.5135
H -1.3160 -0.1802 -3.3715
C -1.1685 0.4007 -0.0516
O -2.3116 0.5820 0.1654
Cl 3.0527 0.3373 -0.2720
C -2.2228 0.6603 3.1477
N -1.1983 -0.3653 3.0711
C -1.3359 -1.6783 3.5004
C -0.1312 -2.2862 3.3333
N 0.7353 -1.3417 2.8028
C 2.1214 -1.5860 2.4398
C 0.0687 -0.1721 2.6019
Se 0.7512 1.4280 1.8182
H -3.0597 0.4162 2.4798
H -1.7729 1.6125 2.8606
H -2.5968 0.7224 4.1729
H -2.2745 -2.0617 3.8618
H 0.1797 -3.2970 3.5214
H 2.5608 -2.2256 3.2145
H 2.1839 -2.0793 1.4618
H 2.6550 -0.6275 2.4074

***

[3]
C3H6IN5 | ωB97M-V with the def2-TZVPD basis set

Total charge   0
SMILES   CN[C@@H](I)c1nnn[nH]1
HOMO   -9.299 eV
Gap between HOMO and LUMO   9.373 eV
E_LUMO   0.07 eV
Energy above the lowest of the compared OMol25 structures with the same formula, charge and spin   0.0 kcal/mol

CARTESIAN COORDINATES (ANGSTROEM)
C -0.9910 -1.9315 -0.4932
N -0.6453 -1.0816 0.6478
C 0.5461 -0.2559 0.6948
I 2.2870 -1.1549 -0.3140
C 0.3057 1.1731 0.1991
N -0.6518 1.8701 0.7530
N -0.5165 3.0502 0.2453
N 0.3607 3.0795 -0.6065
N 0.9396 1.8888 -0.6850
H -0.3482 -2.8752 -0.4197
H -2.0110 -2.3536 -0.4111
H -0.8000 -1.5453 -1.5171
H -0.9690 -1.4203 1.5013
H 0.7846 -0.0372 1.6868
H 1.7091 1.5937 -1.2815

***

[4]
C5H4NS2 | ωB97M-V with the def2-TZVPD basis set

Total charge   +1
HOMO (spin up / spin down)   -14.105 / -14.107 eV
Gap between HOMO and LUMO (spin up / spin down)   8.098 / 8.099 eV
E_LUMO (spin up / spin down)   -6.01 / -6.01 eV
Energy above the lowest of the compared OMol25 structures with the same formula, charge and spin   60.9 kcal/mol

CARTESIAN COORDINATES (ANGSTROEM)
C -0.0624 -1.3996 -1.4000
C 0.2148 -0.0778 -1.2386
C 0.2657 -2.0285 -0.1032
C 0.6823 0.0302 0.1591
C -0.1004 1.6173 1.1867
N 0.6455 -1.1883 0.7822
S 1.5275 1.4586 0.9918
S -1.5883 2.2513 1.4848
H -0.4896 -2.0567 -2.2454
H 0.0867 0.9469 -1.7290
H 0.0342 -3.0664 0.1756
H -1.2160 3.5129 1.9359

***

[5]
C3H14N2O2 | ωB97M-V with the def2-TZVPD basis set

Total charge   0
SMILES   CNCCN.O.O
HOMO   -8.933 eV
Gap between HOMO and LUMO   9.516 eV
E_LUMO   0.58 eV
Energy above the lowest of the compared OMol25 structures with the same formula, charge and spin   37.4 kcal/mol

CARTESIAN COORDINATES (ANGSTROEM)
C 1.4148 1.2781 -1.7397
N 0.7201 0.8329 -0.5607
C -0.6234 0.2539 -0.4630
C -0.7347 -0.4864 0.8254
N -2.0176 -1.2699 0.9005
H 0.9844 0.8584 -2.6560
H 1.3663 2.3700 -1.9018
H 2.4814 1.0765 -1.6969
H 1.3505 0.3813 0.0700
H -0.8077 -0.3832 -1.3424
H -1.3369 1.0623 -0.6501
H -0.6953 0.2381 1.6440
H 0.1964 -1.0625 0.9272
H -1.7936 -2.2194 1.2026
H -2.1277 -1.4241 -0.1038
O -0.1012 3.3946 0.5743
H -0.1408 4.1180 -0.0849
H 0.4768 2.7745 0.1218
O 0.2698 -4.1068 1.8720
H 1.1848 -4.2786 1.7367
H -0.0666 -3.4077 1.3247

***

[6]
C26H29ClF6NO7P2S3Ti | ωB97M-V with the def2-TZVPD basis set

Total charge   +1
HOMO   -11.605 eV
Gap between HOMO and LUMO   7.595 eV
E_LUMO   -4.01 eV
Energy above the lowest of the compared OMol25 structures with the same formula, charge and spin   27.2 kcal/mol

CARTESIAN COORDINATES (ANGSTROEM)
Ti 0.1108 0.1888 0.0894
C 0.1036 3.1506 2.5075
P 0.7920 2.6473 0.8988
C 2.5398 3.0994 1.1469
C 0.1297 3.8929 -0.2521
C 0.3935 5.2482 -0.0551
C -0.1279 6.1969 -0.9169
C -0.9245 5.8024 -1.9852
C -1.2035 4.4615 -2.1817
C -0.6807 3.4979 -1.3204
P -1.0948 1.7439 -1.5648
C -0.7637 1.3987 -3.3116
C -2.9045 1.6882 -1.4442
H 0.4435 4.1624 2.7305
H 0.4447 2.4729 3.2880
H -0.9820 3.1248 2.4752
H 2.5978 4.1591 1.3912
H 3.1660 2.9005 0.2811
H 2.9239 2.5330 1.9970
H 1.0057 5.5739 0.7767
H 0.0842 7.2452 -0.7562
H -1.3313 6.5425 -2.6611
H -1.8324 4.1659 -3.0127
H -1.4126 2.0083 -3.9405
H -0.9741 0.3451 -3.4990
H 0.2790 1.5999 -3.5449
H -3.3302 2.5082 -2.0220
H -3.2149 1.7678 -0.4039
H -3.2490 0.7323 -1.8333
C -0.8773 -7.4064 0.7096
C -0.9413 -6.0250 0.1214
C -1.9903 -5.6571 -0.7184
C -2.0787 -4.3777 -1.2376
C -1.0973 -3.4522 -0.9080
C -0.0333 -3.7941 -0.0834
C 0.0377 -5.0800 0.4216
S -1.3265 -1.8125 -1.4707
O -1.7213 -1.7851 -2.8420
O -2.1847 -1.1017 -0.5360
O 0.0633 -1.1430 -1.2993
H -1.3787 -8.1315 0.0708
H -1.3718 -7.4227 1.6829
H 0.1533 -7.7256 0.8569
H -2.7486 -6.3867 -0.9732
H -2.8914 -4.1006 -1.8963
H 0.7317 -3.0704 0.1591
H 0.8668 -5.3549 1.0618
Cl 3.6265 0.1391 -5.5029
C 3.2135 0.0749 -3.8294
C 2.8456 1.2309 -3.1702
C 2.5070 1.1670 -1.8236
C 2.5507 -0.0392 -1.1198
C 2.1395 -0.1235 0.3122
C 2.9147 -1.1952 -1.8207
C 3.2518 -1.1445 -3.1550
H 2.8307 2.1718 -3.7043
H 2.2225 2.0833 -1.3224
H 2.6660 0.5518 0.9776
H 2.2004 -1.1393 0.7103
H 2.9316 -2.1477 -1.3053
H 3.5421 -2.0410 -3.6849
F -3.3743 -1.2833 3.6437
C -2.9120 -1.2705 2.4138
F -3.8077 -0.7288 1.6096
F -2.5926 -2.4830 2.0215
S -1.3616 -0.1681 2.3647
O -0.2926 -0.9749 1.6900
O -1.6388 0.9535 1.4592
N -1.0288 0.3052 3.7706
S -0.4031 -0.7046 4.8854
O -0.7347 -2.0630 4.5825
O -0.5922 -0.1477 6.1745
C 1.4387 -0.5448 4.5279
F 1.9094 -1.7088 4.1054
F 2.0709 -0.1744 5.6251
F 1.6772 0.3730 3.5687

***

[7]
C21H35BClN4O10 | ωB97M-V with the def2-TZVPD basis set

Total charge   +1
HOMO   -11.945 eV
Gap between HOMO and LUMO   7.971 eV
E_LUMO   -3.97 eV

CARTESIAN COORDINATES (ANGSTROEM)
C -3.1719 -1.2618 0.0483
C -3.9624 -2.4098 0.7064
O -3.5941 -3.6725 0.1715
C -2.8083 -4.4657 1.0356
C -1.4398 -3.8484 1.2659
O -0.5261 -4.8449 1.6752
C 0.2705 -4.5350 2.7964
C 1.6457 -4.0664 2.4031
O 1.6485 -2.6978 1.9954
C 1.5229 -2.5051 0.6420
N 1.9865 -1.1095 0.3499
B 3.4827 -0.9914 0.5269
O 3.9636 -0.7965 1.7779
O 4.3128 -1.1275 -0.5647
C 1.5235 -0.6797 -0.8788
N 1.5583 -1.3969 -1.9505
C 1.0152 -0.9690 -3.2360
C 1.7153 -0.0487 -4.0032
C 1.1196 0.3170 -5.2043
C -0.1086 -0.2573 -5.5385
N -0.7543 -1.1573 -4.8026
C -0.1878 -1.5152 -3.6493
N 0.9564 0.5907 -0.9970
Cl 2.1512 1.7729 -0.6557
C -0.2995 0.7586 -0.2284
C -0.1767 0.8735 1.2958
C -0.9161 2.1125 1.8565
C -2.1654 1.6472 2.5327
O -2.2392 1.3646 3.6861
O -3.1928 1.5250 1.6878
H -3.8144 -0.4343 -0.2218
H -2.3811 -0.9258 0.7192
H -2.6836 -1.6691 -0.8311
H -3.8076 -2.3920 1.7827
H -5.0196 -2.2642 0.5094
H -2.6819 -5.4191 0.5340
H -3.3230 -4.6452 1.9802
H -1.5249 -3.0501 2.0046
H -1.1233 -3.4125 0.3147
H 0.3946 -5.4476 3.3774
H -0.1913 -3.7996 3.4542
H 2.2980 -4.1367 3.2687
H 2.0433 -4.7230 1.6295
H 0.4880 -2.5835 0.3030
H 2.1087 -3.2506 0.0811
H 3.8293 0.0937 2.1172
H 4.7284 -1.9973 -0.5890
H 1.9733 -2.3185 -1.9008
H 2.6555 0.3643 -3.6764
H 1.5913 1.0250 -5.8619
H -0.5814 0.0421 -6.4621
H -0.6984 -2.2455 -3.0379
H -0.9427 -0.0649 -0.5313
H -0.7651 1.6527 -0.6310
H 0.8535 0.8895 1.6248
H -0.6132 -0.0197 1.7349
H -1.1524 2.8364 1.0905
H -0.3083 2.5485 2.6374
H -3.9393 1.1643 2.1882
C 1.3541 6.7104 1.1947
C 1.1227 5.7483 0.0560
C 0.8007 6.4008 -1.2695
O 0.0068 5.3905 -1.9143
C -0.5894 4.6648 -0.9489
O -1.4549 3.8684 -1.1353
O -0.0602 4.9459 0.2649
H 1.7087 6.1859 2.0813
H 2.0991 7.4556 0.9174
H 0.4261 7.2145 1.4635
H 1.9688 5.0618 -0.0413
H 1.6802 6.6277 -1.8657
H 0.1953 7.3020 -1.1555

***

[8]
C31H41AsCrN4O3PTe | ωB97M-V with the def2-TZVPD basis set

Total charge   0
HOMO (spin up / spin down)   -6.413 / -6.492 eV
Gap between HOMO and LUMO (spin up / spin down)   6.489 / 6.357 eV
E_LUMO (spin up / spin down)   0.08 / -0.14 eV
Energy above the lowest of the compared OMol25 structures with the same formula, charge and spin   0.0 kcal/mol
Expectation value of S²   0.820
Multiplicity   2

CARTESIAN COORDINATES (ANGSTROEM)
Cr -1.1629 -0.2347 0.4915
N 1.5130 0.4257 1.7341
P 1.2499 0.1368 0.0801
C 2.7536 -0.8511 -0.3337
C 4.0200 -0.4267 0.0643
C 5.1396 -1.1728 -0.2602
C 5.0078 -2.3465 -0.9932
C 3.7551 -2.7656 -1.4092
C 2.6337 -2.0158 -1.0814
C 1.8647 1.6798 -0.6903
C 2.1676 1.6142 -2.0506
C 2.7110 2.7059 -2.7035
C 2.9506 3.8799 -2.0021
C 2.6467 3.9529 -0.6527
C 2.1066 2.8564 0.0067
C 0.6300 0.1492 2.7612
C 1.0399 0.3646 4.0767
C 0.1826 0.0727 5.1111
C -1.0655 -0.4575 4.8021
C -1.3954 -0.6421 3.4818
N -0.5817 -0.3442 2.4498
H 2.3992 0.8006 2.0340
H 4.1394 0.5051 0.6066
H 6.1201 -0.8287 0.0428
H 5.8878 -2.9246 -1.2437
H 3.6469 -3.6740 -1.9882
H 1.6492 -2.3263 -1.4134
H 1.9879 0.6928 -2.5945
H 2.9361 2.6428 -3.7602
H 3.3700 4.7420 -2.5043
H 2.8277 4.8712 -0.1084
H 1.8826 2.9212 1.0653
H 2.0222 0.7780 4.2644
H 0.4738 0.2625 6.1353
H -1.7823 -0.7145 5.5680
H -2.3661 -1.0262 3.2004
Te -3.6381 -0.7693 0.6146
C -4.6305 2.5102 -1.3914
C -3.5490 3.3487 -0.7184
C -2.1150 3.1543 -1.3299
C -2.1621 3.1773 -2.8574
C -0.7986 3.0223 -3.5222
C -1.3308 4.3338 -0.7623
O -1.1437 5.3738 -1.3510
N -0.9386 4.1670 0.5462
C -0.9002 2.9582 1.2612
O -0.5854 2.9664 2.4351
N -1.1901 1.8371 0.5472
C -1.5642 1.8831 -0.7403
O -1.5254 0.7784 -1.3212
H -5.5488 2.5738 -0.8069
H -4.3419 1.4588 -1.4328
H -4.8394 2.8751 -2.3963
H -3.5047 3.0942 0.3420
H -3.7995 4.4095 -0.7939
H -2.5986 4.1326 -3.1531
H -2.8178 2.3757 -3.1931
H -0.1488 3.8588 -3.2673
H -0.9087 2.9893 -4.6072
H -0.3215 2.0954 -3.2107
H -0.5720 4.9744 1.0270
C -2.1406 -3.1386 -2.0880
C -0.9594 -3.5699 -1.2206
As -0.9658 -2.6290 0.5075
C 0.7344 -3.2292 1.3291
C 1.4055 -4.4761 0.7601
C -2.2258 -3.7996 1.4857
C -1.6999 -5.1598 1.9402
H -2.1189 -3.6400 -3.0573
H -2.1188 -2.0614 -2.2581
H -3.0887 -3.3703 -1.6017
H -0.0242 -3.3270 -1.7301
H -0.9795 -4.6465 -1.0425
H 0.5280 -3.3661 2.3939
H 1.4210 -2.3844 1.2654
H 0.7491 -5.3436 0.8086
H 2.3097 -4.7079 1.3267
H 1.6968 -4.3313 -0.2802
H -3.0819 -3.9265 0.8241
H -2.5885 -3.2410 2.3470
H -1.3368 -5.7559 1.1015
H -2.5084 -5.7184 2.4143
H -0.8957 -5.0594 2.6700

***

Number 1: DFT total energy -76747.8974 eV. Number 2: DFT total energy -120164.3085 eV. Number 3: DFT total energy -18757.1041 eV. Number 4: DFT total energy -28398.5242 eV. Number 5: DFT total energy -10412.1697 eV. Number 6: DFT total energy -146277.0091 eV. Number 7: DFT total energy -61973.0175 eV. Number 8: DFT total energy -150759.6543 eV.